Record 1
C15H12IO7Pt as an isolated structure in a non-equilibrium geometry. Source: OMol25; level of theory: the ωB97M-V functional and the def2-TZVPD basis.

Results
Frontier orbital gap (spin up / spin down): 8.598 / 3.420 eV
2S+1: 5
Total charge: +1

```
36
C15H12IO7Pt, DFT the ωB97M-V functional and the def2-TZVPD basis
Pt -1.063 1.543 -1.728
O 2.561 0.556 -4.007
C 1.896 0.809 -3.062
O 1.202 1.689 -2.593
C 1.944 -0.548 -1.959
C 1.818 -0.061 -0.520
C 2.242 -1.260 0.357
C 1.020 -2.181 0.215
C 0.117 -1.341 -0.710
O 0.410 -0.009 -0.296
C 0.721 -1.418 -2.126
C -0.250 -0.892 -3.293
O -0.135 -1.427 -4.353
O -1.072 0.021 -2.955
H 2.887 -1.013 -2.230
H 2.285 0.894 -0.291
H 2.382 -0.926 1.383
H 3.167 -1.710 0.011
H 0.535 -2.334 1.178
H 1.261 -3.151 -0.211
H -0.949 -1.545 -0.631
H 0.956 -2.437 -2.437
I -2.523 -1.890 4.479
C -2.101 -0.233 3.238
C -1.400 0.851 3.751
C -1.115 1.921 2.925
C -1.525 1.909 1.597
C -2.257 0.836 1.098
C -2.537 -0.246 1.916
C -1.113 3.124 0.751
O -0.652 4.078 1.315
O -1.306 2.994 -0.517
H -1.076 0.870 4.780
H -0.577 2.776 3.303
H -2.650 0.841 0.079
H -3.105 -1.087 1.546
```

Record 2
C40H40AsCl2N4O7PSTi as an isolated structure. Source: OMol25; level of theory: the ωB97M-V functional and the def2-TZVPD basis.

Results
Frontier orbital gap: 7.253 eV
ΔE to the lowest compared entry with this formula, charge and spin: 5.7 kcal per mole
2S+1: 1

```
97
C40H40AsCl2N4O7PSTi, DFT the ωB97M-V functional and the def2-TZVPD basis
Ti 0.371 -0.140 1.203
C -2.794 1.365 -4.735
C -1.419 0.929 -5.151
C -1.095 0.739 -6.490
C 0.173 0.332 -6.877
C 1.153 0.131 -5.919
C 0.867 0.335 -4.577
C -0.418 0.712 -4.199
N -0.744 0.933 -2.836
C -0.370 0.176 -1.771
N 0.041 -1.058 -2.077
C 0.412 -2.132 -1.249
C 0.490 -2.002 0.133
C 0.739 -3.188 0.842
C 0.932 -4.404 0.215
C 0.891 -4.474 -1.172
C 0.624 -3.348 -1.928
C 0.548 -3.439 -3.428
N -0.537 0.613 -0.530
C -0.961 1.990 -0.413
C -0.128 3.017 -0.848
C -0.514 4.339 -0.691
C -1.735 4.631 -0.099
C -2.561 3.600 0.319
C -2.197 2.264 0.172
C -3.098 1.162 0.645
H -3.486 1.306 -5.573
H -2.798 2.399 -4.378
H -3.179 0.744 -3.924
H -1.861 0.903 -7.238
H 0.394 0.179 -7.925
H 2.152 -0.166 -6.209
H 1.639 0.239 -3.824
H -1.184 1.811 -2.604
H 0.065 -1.248 -3.067
H 0.767 -3.169 1.923
H 1.121 -5.295 0.800
H 1.056 -5.419 -1.675
H 0.799 -4.445 -3.758
H 1.246 -2.755 -3.921
H -0.455 -3.214 -3.805
H 0.825 2.772 -1.301
H 0.146 5.130 -1.021
H -2.042 5.659 0.041
H -3.511 3.829 0.787
H -4.046 1.574 0.990
H -2.651 0.604 1.471
H -3.297 0.437 -0.147
Cl -2.913 -0.576 4.741
C -1.221 -0.889 4.869
C -0.653 -1.116 6.142
C 0.681 -1.363 6.277
Cl 1.350 -1.645 7.852
C 1.537 -1.384 5.144
C 2.932 -1.599 5.153
C 3.628 -1.558 3.976
C 2.952 -1.280 2.775
N 1.654 -1.096 2.740
C 0.946 -1.153 3.896
C -0.448 -0.926 3.738
O -0.876 -0.748 2.498
H -1.296 -1.090 7.010
H 3.436 -1.787 6.091
H 4.698 -1.706 3.954
H 3.486 -1.193 1.837
O 2.611 1.609 3.353
As 1.447 2.677 2.536
O 1.116 3.865 3.591
O 0.164 1.632 2.117
C 2.523 3.379 1.068
C 2.655 4.764 1.176
C 3.501 5.470 0.335
C 4.251 4.799 -0.616
C 4.131 3.424 -0.737
C 3.268 2.720 0.092
S 3.101 1.004 -0.332
O 2.508 0.978 -1.649
O 4.343 0.312 -0.160
O 2.106 0.563 0.710
H 2.753 2.045 4.204
H 2.095 5.270 1.953
H 3.581 6.545 0.436
H 4.924 5.340 -1.268
H 4.702 2.890 -1.485
C -4.618 -2.166 1.287
P -2.941 -2.643 0.696
C -2.480 -3.832 2.021
C -3.430 -3.845 -0.612
H -5.233 -3.035 1.533
H -5.126 -1.584 0.517
H -4.527 -1.537 2.175
H -3.350 -4.396 2.368
H -2.039 -3.306 2.868
H -1.738 -4.531 1.634
H -4.092 -4.629 -0.235
H -2.533 -4.311 -1.025
H -3.936 -3.318 -1.422
```

- What is the 2S+1 in the second record?
  1